Formula: C38H78AsF9N2O13Ti
Source: the Open Molecules 2025 dataset
Level of theory: ωB97M-V/def2-TZVPD

Computed properties:
spin multiplicity = 4
HOMO (spin up / spin down) = -0.215 / -0.402 Ha
net charge = +1
Kohn-Sham gap (spin up / spin down) = 4.178 / 9.257 eV
E = -178674.3293 eV

XYZ file:
```
142
C38H78AsF9N2O13Ti ωB97M-V/def2-TZVPD
Ti 15.231 13.224 18.637
C 11.780 14.837 12.545
C 13.321 14.774 12.732
C 13.882 13.448 13.131
N 15.363 13.223 12.842
C 16.178 14.290 13.584
C 15.602 13.220 11.313
C 16.813 12.327 11.133
C 16.451 11.143 11.994
C 15.798 11.775 13.257
H 11.421 15.846 12.342
H 11.232 14.603 13.458
H 11.477 14.135 11.768
H 13.496 15.481 13.544
H 13.776 15.095 11.795
H 13.405 12.662 12.545
H 13.857 13.158 14.181
H 15.930 14.270 14.645
H 15.996 15.239 13.080
H 17.244 14.172 13.390
H 15.729 14.251 10.984
H 14.745 12.808 10.780
H 17.766 12.812 11.341
H 16.878 11.966 10.106
H 17.408 10.679 12.234
H 15.759 10.474 11.483
H 16.472 11.883 14.107
H 14.929 11.205 13.586
C 12.010 14.865 16.429
C 10.811 15.456 17.108
C 11.277 16.483 18.233
N 10.147 17.296 18.906
C 9.218 16.313 19.673
C 9.265 18.163 17.950
C 8.927 19.478 18.587
C 9.632 19.454 19.915
C 10.730 18.381 19.823
H 11.782 14.150 15.639
H 12.701 14.468 17.173
H 12.585 15.648 15.935
H 10.306 14.596 17.547
H 10.103 15.922 16.422
H 12.062 17.163 17.900
H 11.781 15.982 19.059
H 8.766 15.749 18.857
H 8.495 16.890 20.249
H 9.820 15.720 20.361
H 8.396 17.558 17.692
H 9.877 18.314 17.061
H 7.851 19.586 18.723
H 9.153 20.334 17.950
H 8.956 19.149 20.714
H 10.061 20.412 20.207
H 10.998 17.942 20.784
H 11.608 18.842 19.372
C 13.563 11.417 16.889
O 13.203 11.937 18.182
O 14.790 12.068 16.612
C 13.543 9.877 16.880
F 12.275 9.392 16.590
F 14.371 9.349 15.939
F 13.885 9.243 18.066
C 11.820 11.808 18.592
C 11.553 12.609 19.865
H 12.185 12.377 20.723
H 11.622 13.685 19.706
H 10.486 12.524 20.072
H 11.578 10.765 18.796
H 11.086 12.122 17.849
H 12.698 11.708 16.293
As 14.422 16.047 20.999
F 12.610 15.673 21.256
F 14.381 15.124 19.496
F 16.145 16.264 20.677
F 14.559 17.107 22.450
F 14.758 14.615 22.008
F 13.954 17.400 19.960
C 19.733 12.527 14.869
C 18.988 12.690 16.121
O 19.047 14.085 16.442
C 18.364 14.656 17.467
O 17.486 14.109 18.101
O 18.863 15.981 17.595
C 18.723 16.604 18.809
H 20.038 11.482 14.928
H 20.661 13.099 14.900
H 19.200 12.715 13.937
H 19.419 12.168 16.975
H 17.973 12.293 16.148
H 17.710 17.004 18.868
H 19.472 17.374 18.992
H 18.889 15.891 19.616
C 11.342 13.123 29.443
C 11.747 14.028 28.218
O 12.185 13.207 27.147
C 12.138 13.624 25.931
O 11.501 14.645 25.531
O 12.765 12.756 25.164
C 12.981 13.113 23.764
H 12.205 12.538 29.762
H 10.587 12.348 29.307
H 11.030 13.694 30.318
H 12.514 14.779 28.404
H 10.901 14.609 27.851
H 13.920 12.715 23.380
H 13.038 14.187 23.587
H 12.139 12.705 23.204
C 22.745 7.645 19.537
C 22.612 8.752 18.495
O 21.506 8.471 17.659
C 20.311 9.077 17.764
O 20.043 9.984 18.554
O 19.453 8.445 17.016
C 18.126 8.942 16.893
H 23.105 6.804 18.944
H 21.890 7.418 20.174
H 23.552 7.871 20.233
H 23.538 8.744 17.920
H 22.601 9.782 18.853
H 17.904 9.698 17.646
H 17.367 8.178 17.065
H 17.970 9.457 15.944
C 16.606 18.095 15.626
C 15.358 17.251 15.831
O 14.541 17.184 14.907
C 15.021 16.706 17.181
H 16.863 18.160 14.569
H 17.537 17.770 16.090
H 16.450 19.098 16.022
H 15.672 17.295 17.826
H 15.318 15.664 17.300
H 14.003 16.917 17.508
C 16.687 11.299 22.730
C 16.205 11.276 21.339
O 15.440 12.075 20.794
C 16.628 10.028 20.561
H 16.261 10.471 23.296
H 16.395 12.245 23.187
H 17.776 11.342 22.697
H 16.736 10.269 19.504
H 15.865 9.264 20.715
H 17.566 9.614 20.931
```


Formula: C3H10FN2
Source: the Open Molecules 2025 dataset
Level of theory: ωB97M-V/def2-TZVPD

Computed properties:
spin multiplicity = 1
HOMO = -0.408 Ha
net charge = +1
Kohn-Sham gap = 6.966 eV
E = -8962.7338 eV

XYZ file:
```
16
C3H10FN2 ωB97M-V/def2-TZVPD
C 1.682 1.100 -1.042
C 0.858 -0.699 0.732
C 0.743 0.279 -0.197
N -3.103 0.135 0.110
N 2.092 -1.242 1.141
F -0.578 0.497 -0.543
H 1.393 2.130 -0.961
H 1.530 0.689 -2.151
H 2.760 1.071 -0.800
H 0.094 -1.339 1.103
H -2.790 -0.162 -0.915
H -3.957 0.687 0.074
H -2.271 0.634 0.670
H 1.998 -2.087 1.720
H -3.266 -0.768 0.565
H 2.815 -0.925 0.493
```


Formula: C43H37CdN3O3P2Te
Source: the Open Molecules 2025 dataset
Level of theory: ωB97M-V/def2-TZVPD

Computed properties:
spin multiplicity = 1
HOMO = -0.232 Ha
net charge = 0
Kohn-Sham gap = 6.112 eV
E = -86236.8380 eV

XYZ file:
```
90
C43H37CdN3O3P2Te ωB97M-V/def2-TZVPD
Cd 16.188 11.282 11.977
O 16.656 9.651 15.407
C 16.907 10.513 14.584
O 16.030 11.304 14.044
C 18.413 10.793 14.198
C 19.421 10.230 15.104
C 20.714 10.499 14.757
C 21.060 11.362 13.673
C 22.367 11.815 13.384
C 22.647 12.561 12.253
C 21.547 12.830 11.361
C 20.264 12.535 11.646
C 19.959 11.801 12.805
N 18.675 11.553 13.152
H 19.149 9.629 15.970
H 21.564 10.104 15.347
H 23.114 11.676 14.129
H 23.623 13.002 12.064
H 21.764 13.508 10.550
H 19.496 12.681 10.915
Te 12.179 11.613 14.010
C 10.183 11.532 13.300
C 9.788 10.658 12.264
C 8.453 10.643 11.950
N 7.556 11.460 12.458
C 7.894 12.249 13.455
C 9.234 12.343 13.912
C 13.076 11.573 12.059
P 13.856 10.052 11.470
C 13.361 8.822 12.627
C 13.948 8.629 13.904
C 13.494 7.594 14.741
C 12.441 6.793 14.334
C 11.812 6.963 13.078
C 12.254 8.015 12.280
C 13.174 9.607 9.831
C 13.607 8.484 9.148
C 13.120 8.209 7.861
C 12.337 9.130 7.172
C 11.843 10.217 7.890
C 12.216 10.421 9.216
P 14.006 13.174 11.706
C 13.179 14.362 12.654
C 11.874 14.785 12.560
C 11.336 15.743 13.388
C 12.177 16.317 14.350
C 13.494 15.935 14.516
C 13.980 14.894 13.728
C 13.854 13.718 9.944
C 12.649 13.777 9.212
C 12.661 14.314 7.941
C 13.804 14.884 7.376
C 14.946 14.952 8.179
C 14.967 14.381 9.457
H 10.374 9.951 11.732
H 8.116 10.018 11.182
H 7.119 12.854 13.887
H 9.440 12.894 14.858
H 14.744 9.277 14.303
H 13.985 7.441 15.728
H 11.982 6.008 14.958
H 11.026 6.326 12.733
H 11.779 8.228 11.285
H 14.244 7.811 9.689
H 13.328 7.242 7.441
H 12.010 8.839 6.157
H 11.189 10.977 7.403
H 11.778 11.191 9.903
H 11.176 14.317 11.783
H 10.302 16.083 13.390
H 11.693 17.115 14.938
H 14.171 16.362 15.265
H 15.012 14.556 13.915
H 11.684 13.407 9.646
H 11.694 14.229 7.339
H 13.749 15.348 6.395
H 15.857 15.458 7.788
H 15.842 14.429 10.087
C 19.115 10.112 8.281
N 17.702 10.393 8.045
C 17.090 9.932 6.789
C 16.990 10.963 9.004
O 17.350 11.104 10.171
H 19.336 9.169 8.760
H 19.579 10.864 8.935
H 19.662 10.242 7.351
H 16.772 8.879 6.902
H 17.859 9.887 5.954
H 16.202 10.525 6.518
H 16.027 11.245 8.533
```


Formula: C4H12NO2
Source: the Open Molecules 2025 dataset
Level of theory: ωB97M-V/def2-TZVPD

Computed properties:
spin multiplicity = 1
HOMO = -0.544 Ha
net charge = +1
Kohn-Sham gap = 11.562 eV
E = -9920.8262 eV

XYZ file:
```
19
C4H12NO2 ωB97M-V/def2-TZVPD
O 0.020 -2.796 -1.233
C 0.214 -2.751 -0.049
C 0.491 -1.407 0.626
N -0.070 -0.348 -0.282
C 0.853 0.843 -0.697
C 0.981 1.699 0.551
H 0.245 -3.661 0.571
H -0.018 -1.392 1.588
H 1.577 -1.319 0.670
H -0.851 0.102 0.208
H -0.493 -0.833 -1.080
H 0.296 1.209 -1.563
H 1.710 0.322 -1.128
H 1.423 1.051 1.307
H 0.050 2.159 0.869
H 1.657 2.513 0.294
H -2.692 1.879 0.504
H -2.926 1.504 -0.980
O -2.467 1.226 -0.174
```


Formula: C3H9GaO7PSSe3Te
Source: the Open Molecules 2025 dataset
Level of theory: ωB97M-V/def2-TZVPD

Computed properties:
spin multiplicity = 1
HOMO = -0.192 Ha
net charge = -1
Kohn-Sham gap = 7.363 eV
E = -293428.9625 eV

XYZ file:
```
26
C3H9GaO7PSSe3Te ωB97M-V/def2-TZVPD
Ga 0.186 -0.927 1.059
Se -1.787 -2.176 0.668
Se -1.653 -2.116 -1.669
Te 0.688 -2.946 -1.907
Se 1.756 -0.986 -0.733
C -1.552 4.668 -0.894
O -1.784 3.397 -1.475
P -0.705 2.179 -1.154
O -0.850 1.379 -2.545
C 0.296 1.175 -3.362
O -1.648 1.172 -0.298
C -2.287 1.701 0.865
H -1.577 5.426 -1.678
H -0.583 4.712 -0.389
H -2.335 4.885 -0.164
H 0.440 0.104 -3.502
H 1.198 1.589 -2.905
H 0.126 1.654 -4.327
H -2.610 0.862 1.475
H -3.148 2.302 0.568
H -1.594 2.302 1.459
O 1.811 0.588 3.906
S 0.575 0.082 3.377
O -0.585 0.206 4.221
O 0.287 0.737 1.985
O 0.720 -1.379 2.870
```